Below is an isolated molecule of C4H9NOS in a non-equilibrium geometry, with properties calculated with ωB97M-V/def2-TZVPD.

Its total charge is 0. The calculation puts the total energy at -18665.683 eV. The calculation puts the largest force on an atom at 1.6 eV Å⁻¹. As for the energy relative to the best compared isomer or geometry (same formula, charge and spin): 42.52 kcal/mol. As for the multiplicity: 1. The HOMO energy is -8.9554 eV.

Element x y z (Å)
C1 -1.94095 1.10277 -0.47220
N1 -1.07060 -0.03509 -0.69051
C2 0.32342 0.08880 -0.22705
C3 0.48293 0.66639 1.14519
O1 0.83590 0.10793 2.14752
C4 1.00272 -1.29806 -0.30916
S1 2.78979 -1.08155 -0.35525
H1 -2.13380 1.30547 0.58398
H2 -2.87775 0.81339 -0.96614
H3 -1.65981 1.97849 -1.04676
H4 -1.38388 -0.90101 -0.28352
H5 0.82564 0.86412 -0.82482
H6 0.26587 1.75767 1.19806
H7 0.69029 -1.76063 -1.24063
H8 0.75955 -1.83951 0.59787
H9 3.09068 -1.76918 0.74342

Forces on the atoms, in the same order (eV/Å):
-1.1581 -1.0271 -0.4058
1.6040 0.0911 0.0196
0.0807 -0.4328 -0.4205
-0.2418 0.9617 0.7811
0.0059 -0.4808 -0.0175
-0.1266 1.3507 -0.2139
0.5261 0.0057 -0.2218
-0.0332 0.4117 -0.0755
-0.1324 0.1445 0.4533
0.6418 0.1799 0.2524
-0.7774 0.0364 0.1077
0.0474 -0.4004 -0.4386
-0.0620 -0.0948 -0.0201
-0.1614 -0.3446 0.2004
-0.2236 -0.3531 -0.1757
0.0105 -0.0479 0.1749